[1]
{
  "formula": "C4H8O2",
  "method": "ωB97M-V/def2-TZVPD",
  "species": ["C", "C", "O", "C", "C", "O", "H", "H", "H", "H", "H", "H", "H", "H"],
  "positions_angstrom": [[-1.51, -0.43, -0.98], [-0.74, 0.77, -0.50], [-0.63, 0.88, 0.92], [0.58, 0.78, 0.17], [1.43, -0.44, 0.43], [1.74, -0.58, 1.80], [-0.96, -1.38, -0.87], [-1.84, -0.35, -2.02], [-2.40, -0.48, -0.35], [-1.04, 1.70, -0.98], [1.15, 1.72, 0.17], [2.38, -0.30, -0.09], [0.96, -1.35, 0.03], [0.90, -0.56, 2.27]],
  "homo_energy_ev": -10.229,
  "charge": 0,
  "smiles": "C[C@H]1O[C@H]1CO",
  "homo_lumo_gap_ev": 11.288
}


[2]
{
  "formula": "C3H2N2OS",
  "method": "ωB97M-V/def2-TZVPD",
  "species": ["C", "C", "C", "N", "N", "O", "S", "H", "H"],
  "positions_angstrom": [[-0.54, 1.27, 0.46], [0.67, 0.67, 1.06], [-0.08, -1.15, -1.21], [1.14, -0.40, 0.49], [1.01, -0.81, -0.71], [0.78, 1.26, 2.14], [-1.99, 1.69, 0.66], [-0.95, -0.95, -0.73], [-0.05, -1.58, -2.15]],
  "homo_energy_ev": [-8.718, -8.392],
  "charge": 0,
  "homo_lumo_gap_ev": [6.830, 6.369]
}


[3]
{
  "formula": "C38H72ClN2O8",
  "method": "ωB97M-V/def2-TZVPD",
  "species": ["C", "C", "C", "C", "C", "C", "Cl", "C", "C", "C", "C", "C", "C", "C", "C", "N", "N", "C", "O", "C", "C", "H", "H", "H", "H", "H", "H", "H", "H", "H", "H", "H", "H", "H", "H", "H", "H", "H", "H", "H", "H", "H", "H", "H", "H", "H", "H", "H", "H", "H", "H", "C", "C", "O", "C", "H", "H", "H", "H", "H", "H", "C", "C", "O", "C", "H", "H", "H", "H", "H", "H", "C", "C", "O", "C", "H", "H", "H", "H", "H", "H", "C", "C", "O", "C", "H", "H", "H", "H", "H", "H", "C", "C", "O", "C", "H", "H", "H", "H", "H", "H", "C", "C", "O", "C", "H", "H", "H", "H", "H", "H", "C", "C", "O", "C", "H", "H", "H", "H", "H", "H"],
  "positions_angstrom": [[3.33, -5.73, 2.02], [1.92, -5.16, 2.06], [1.44, -4.72, 0.65], [0.40, -3.66, 0.71], [0.68, -2.29, 0.57], [2.04, -1.73, 0.25], [3.26, -2.15, 1.48], [2.45, -2.06, -1.22], [3.82, -2.70, -1.44], [-0.35, -1.42, 0.68], [-1.66, -1.87, 0.90], [-2.84, -0.93, 1.00], [-2.51, 0.46, 0.45], [-4.09, -1.51, 0.29], [-4.88, -2.54, 1.12], [-1.91, -3.15, 0.99], [-0.88, -3.99, 0.90], [-1.30, -5.42, 0.99], [-1.17, -6.06, -0.23], [-2.19, -5.74, -1.18], [-3.29, -6.81, -1.21], [3.73, -5.82, 3.03], [4.00, -5.09, 1.45], [3.34, -6.72, 1.57], [1.23, -5.88, 2.49], [1.91, -4.28, 2.71], [2.30, -4.31, 0.13], [1.09, -5.58, 0.08], [1.94, -0.65, 0.33], [2.44, -1.11, -1.76], [1.67, -2.66, -1.68], [3.84, -3.12, -2.45], [4.62, -1.95, -1.42], [4.05, -3.51, -0.75], [-0.17, -0.36, 0.58], [-3.06, -0.82, 2.06], [-2.13, 0.43, -0.58], [-1.75, 0.95, 1.06], [-3.38, 1.10, 0.47], [-3.76, -1.95, -0.65], [-4.74, -0.66, 0.10], [-4.72, -2.40, 2.19], [-5.95, -2.45, 0.92], [-4.58, -3.55, 0.88], [-2.34, -5.40, 1.33], [-0.69, -5.91, 1.73], [-1.69, -5.72, -2.15], [-2.60, -4.75, -1.01], [-3.30, -7.33, -2.17], [-3.11, -7.57, -0.44], [-4.28, -6.39, -1.03], [-1.17, 5.18, 0.40], [-2.47, 4.45, 0.58], [-2.73, 3.44, -0.05], [-3.44, 5.03, 1.58], [-0.56, 4.66, -0.34], [-1.35, 6.20, 0.07], [-0.63, 5.22, 1.35], [-3.71, 6.05, 1.29], [-2.99, 5.06, 2.57], [-4.34, 4.42, 1.61], [7.51, 1.06, 3.98], [6.01, 1.19, 3.87], [5.41, 2.06, 4.45], [5.30, 0.19, 3.00], [7.90, 1.84, 4.63], [7.77, 0.09, 4.39], [7.97, 1.16, 2.99], [5.47, -0.82, 3.37], [5.67, 0.25, 1.97], [4.23, 0.40, 3.00], [-1.66, 0.36, -4.71], [-1.06, -0.38, -3.55], [-0.10, 0.03, -2.93], [-1.71, -1.69, -3.16], [-1.09, 1.27, -4.91], [-1.65, -0.27, -5.60], [-2.69, 0.61, -4.48], [-1.66, -2.40, -3.98], [-2.76, -1.53, -2.90], [-1.17, -2.07, -2.30], [-6.73, -0.27, -3.76], [-5.84, 0.20, -4.88], [-4.71, -0.22, -4.99], [-6.41, 1.20, -5.85], [-6.20, -0.98, -3.14], [-7.04, 0.58, -3.15], [-7.63, -0.75, -4.16], [-6.71, 2.10, -5.32], [-7.30, 0.78, -6.34], [-5.67, 1.45, -6.61], [-7.88, -5.65, -2.10], [-7.20, -4.37, -2.50], [-7.56, -3.30, -2.07], [-6.04, -4.48, -3.46], [-8.69, -5.44, -1.41], [-8.29, -6.15, -2.98], [-7.17, -6.33, -1.62], [-6.38, -4.94, -4.39], [-5.26, -5.11, -3.03], [-5.64, -3.49, -3.67], [5.72, 5.18, 4.50], [6.50, 5.72, 3.32], [7.68, 5.49, 3.19], [5.74, 6.57, 2.33], [6.37, 4.59, 5.13], [5.29, 6.01, 5.08], [4.90, 4.55, 4.14], [5.33, 7.45, 2.82], [4.92, 5.99, 1.90], [6.40, 6.89, 1.54], [6.92, 11.95, 1.56], [7.04, 10.45, 1.66], [6.16, 9.71, 1.28], [8.32, 9.91, 2.25], [5.96, 12.21, 1.11], [6.99, 12.40, 2.55], [7.72, 12.35, 0.94], [8.44, 10.28, 3.27], [9.17, 10.23, 1.66], [8.29, 8.82, 2.27]],
  "homo_energy_ev": -10.359,
  "charge": 1,
  "homo_lumo_gap_ev": 6.622
}


[4]
{
  "formula": "C2H8N2O2",
  "method": "ωB97M-V/def2-TZVPD",
  "species": ["O", "C", "O", "H", "H", "N", "C", "N", "H", "H", "H", "H", "H", "H"],
  "positions_angstrom": [[2.26, -0.54, -0.65], [2.80, -1.39, -1.28], [3.95, -2.04, -0.98], [2.44, -1.61, -2.31], [3.88, -2.99, -1.16], [-1.43, 1.43, -0.38], [-2.11, 1.38, 0.91], [-1.85, 0.22, 1.77], [-1.82, 0.80, -1.05], [-0.43, 1.40, -0.33], [-3.18, 1.38, 0.71], [-1.82, 2.27, 1.45], [-0.89, 0.32, 2.09], [-1.79, -0.62, 1.21]],
  "homo_energy_ev": -8.716,
  "charge": 0,
  "smiles": "O=CO.NCN",
  "homo_lumo_gap_ev": 9.146
}


[5]
{
  "formula": "C46H59PSi",
  "method": "ωB97M-V/def2-TZVPD",
  "species": ["C", "Si", "C", "C", "C", "C", "C", "C", "C", "C", "C", "P", "C", "C", "C", "C", "C", "C", "H", "H", "H", "H", "H", "H", "H", "H", "H", "H", "H", "H", "H", "H", "H", "H", "H", "H", "H", "H", "H", "H", "H", "H", "H", "H", "H", "H", "H", "C", "C", "C", "C", "C", "C", "H", "H", "H", "H", "H", "H", "C", "C", "C", "C", "C", "C", "H", "H", "H", "H", "H", "H", "C", "C", "C", "C", "C", "C", "H", "H", "H", "H", "H", "H", "C", "C", "C", "C", "C", "C", "H", "H", "H", "H", "H", "H", "C", "C", "C", "C", "C", "C", "H", "H", "H", "H", "H", "H"],
  "positions_angstrom": [[0.89, -2.18, 3.86], [0.80, -1.47, 2.10], [2.28, -0.24, 1.95], [1.08, -2.79, 0.76], [1.19, -2.20, -0.74], [2.57, -2.50, -1.43], [3.70, -1.44, -1.17], [4.85, -2.19, -0.32], [6.25, -1.46, -0.43], [6.40, -0.18, 0.52], [7.27, 0.90, -0.27], [7.36, 2.55, 0.64], [-0.75, -0.39, 1.79], [-1.14, 0.50, 2.91], [-2.30, 1.41, 2.79], [-3.02, 1.36, 1.51], [-2.68, 0.51, 0.39], [-1.52, -0.38, 0.55], [0.91, -1.36, 4.62], [0.10, -2.93, 4.10], [1.87, -2.73, 3.94], [2.13, 0.29, 0.98], [2.14, 0.54, 2.75], [3.27, -0.75, 2.04], [0.34, -3.64, 0.80], [2.09, -3.25, 0.96], [0.35, -2.66, -1.33], [1.03, -1.09, -0.63], [2.88, -3.55, -1.18], [2.37, -2.49, -2.55], [3.38, -0.57, -0.54], [4.13, -1.01, -2.12], [4.96, -3.19, -0.82], [4.47, -2.28, 0.73], [6.49, -1.13, -1.48], [7.05, -2.20, -0.14], [7.03, -0.51, 1.38], [5.41, 0.26, 0.83], [8.28, 0.45, -0.49], [6.77, 1.07, -1.26], [7.56, 3.63, -0.27], [8.49, 2.47, 1.51], [-0.52, 0.48, 3.83], [-2.56, 2.10, 3.63], [-3.89, 2.05, 1.37], [-3.23, 0.51, -0.58], [-1.25, -1.04, -0.30], [-5.79, 5.25, 2.08], [-5.24, 6.35, 2.71], [-4.69, 6.22, 3.99], [-4.70, 4.98, 4.62], [-5.25, 3.88, 3.98], [-5.79, 4.01, 2.72], [-6.20, 5.34, 1.08], [-5.24, 7.32, 2.22], [-4.26, 7.08, 4.48], [-4.26, 4.88, 5.61], [-5.26, 2.92, 4.47], [-6.22, 3.15, 2.22], [-1.72, 5.17, 10.15], [-2.91, 4.71, 10.69], [-3.85, 4.09, 9.87], [-3.59, 3.92, 8.52], [-2.39, 4.39, 7.98], [-1.46, 5.01, 8.79], [-0.98, 5.65, 10.79], [-3.12, 4.84, 11.74], [-4.78, 3.73, 10.29], [-4.31, 3.43, 7.88], [-2.19, 4.26, 6.92], [-0.53, 5.37, 8.37], [1.35, -5.38, -5.28], [1.31, -5.19, -3.90], [0.12, -5.37, -3.21], [-1.04, -5.72, -3.90], [-1.00, -5.90, -5.27], [0.19, -5.73, -5.96], [2.28, -5.25, -5.81], [2.21, -4.91, -3.37], [0.09, -5.22, -2.13], [-1.97, -5.86, -3.36], [-1.90, -6.18, -5.81], [0.22, -5.87, -7.04], [-4.78, -2.89, -6.90], [-4.41, -4.11, -6.33], [-4.86, -5.30, -6.89], [-5.69, -5.28, -8.00], [-6.06, -4.06, -8.57], [-5.61, -2.87, -8.01], [-4.43, -1.97, -6.47], [-3.77, -4.13, -5.46], [-4.57, -6.25, -6.45], [-6.04, -6.21, -8.44], [-6.71, -4.05, -9.43], [-5.90, -1.92, -8.45], [2.55, 1.94, -2.77], [2.20, 2.16, -4.10], [3.03, 2.92, -4.91], [4.21, 3.47, -4.39], [4.54, 3.24, -3.05], [3.70, 2.48, -2.25], [1.90, 1.34, -2.14], [1.29, 1.73, -4.50], [2.77, 3.10, -5.95], [4.86, 4.06, -5.02], [5.45, 3.67, -2.64], [3.96, 2.31, -1.21]],
  "homo_energy_ev": -8.436,
  "charge": 0,
  "smiles": "C[Si](C)(CCCCCCCCP)c1ccccc1.c1ccccc1.c1ccccc1.c1ccccc1.c1ccccc1.c1ccccc1",
  "homo_lumo_gap_ev": 9.006
}


[6]
{
  "formula": "C35H48IrN5O2",
  "method": "ωB97M-V/def2-TZVPD",
  "species": ["Ir", "C", "C", "C", "C", "C", "C", "C", "C", "C", "C", "C", "C", "N", "C", "O", "C", "C", "C", "C", "C", "N", "C", "O", "N", "C", "C", "C", "C", "C", "C", "C", "C", "C", "C", "C", "C", "H", "H", "H", "H", "H", "H", "H", "H", "H", "H", "H", "H", "H", "H", "H", "H", "H", "H", "H", "H", "H", "H", "H", "H", "H", "H", "H", "H", "H", "H", "H", "H", "H", "H", "H", "H", "H", "N", "C", "C", "N", "C", "C", "H", "H", "H", "H", "H", "H", "H", "H", "H", "H", "H"],
  "positions_angstrom": [[0.26, 0.44, -0.71], [1.21, -1.69, -3.82], [2.17, -0.49, -3.71], [1.47, 0.84, -3.48], [3.28, -0.72, -2.70], [4.57, -0.71, -3.15], [5.66, -0.99, -2.30], [5.45, -1.29, -0.96], [4.18, -1.34, -0.43], [4.03, -1.52, 1.06], [4.54, -2.89, 1.53], [4.75, -0.39, 1.81], [3.06, -1.07, -1.32], [1.80, -1.15, -0.81], [1.50, -2.34, -0.09], [2.06, -3.38, -0.32], [0.43, -2.19, 0.94], [0.23, -3.07, 1.98], [-0.69, -2.70, 2.96], [-1.34, -1.47, 2.88], [-1.08, -0.66, 1.79], [-0.25, -1.06, 0.85], [-1.52, 0.79, 1.67], [-2.26, 1.26, 2.50], [-0.92, 1.43, 0.63], [-0.90, 2.88, 0.57], [0.33, 3.53, 0.73], [0.36, 4.92, 0.74], [-0.81, 5.65, 0.61], [-2.01, 4.99, 0.43], [-2.08, 3.60, 0.40], [-3.44, 2.95, 0.19], [-4.08, 3.45, -1.12], [-4.41, 3.21, 1.35], [1.63, 2.76, 0.92], [2.77, 3.30, 0.06], [2.01, 2.68, 2.40], [0.50, -1.52, -4.64], [0.67, -1.88, -2.89], [1.76, -2.60, -4.07], [2.66, -0.41, -4.67], [1.05, 0.92, -2.45], [0.66, 1.02, -4.20], [2.18, 1.67, -3.55], [4.76, -0.52, -4.20], [6.66, -0.97, -2.70], [6.31, -1.47, -0.32], [2.98, -1.43, 1.33], [5.61, -2.99, 1.33], [4.03, -3.71, 1.04], [4.40, -2.99, 2.61], [5.83, -0.46, 1.68], [4.55, -0.47, 2.88], [4.43, 0.59, 1.47], [0.80, -3.99, 2.04], [-0.87, -3.35, 3.80], [-2.01, -1.11, 3.65], [1.30, 5.44, 0.87], [-0.78, 6.73, 0.65], [-2.92, 5.57, 0.34], [-3.28, 1.87, 0.12], [-4.41, 4.49, -1.02], [-4.97, 2.87, -1.37], [-3.38, 3.43, -1.96], [-4.55, 4.28, 1.50], [-4.03, 2.78, 2.28], [-5.39, 2.77, 1.14], [1.45, 1.72, 0.59], [3.07, 4.30, 0.37], [2.48, 3.35, -1.00], [3.65, 2.65, 0.15], [2.24, 3.68, 2.78], [2.90, 2.05, 2.55], [1.19, 2.27, 3.00], [-4.21, -0.72, -3.18], [-3.40, -1.85, -2.58], [-2.41, -1.27, -1.59], [-1.55, -0.23, -2.17], [-2.36, 0.84, -2.76], [-3.33, 0.34, -3.81], [-4.77, -0.28, -2.44], [-4.88, -1.08, -3.86], [-2.90, -2.34, -3.41], [-4.09, -2.55, -2.11], [-1.80, -2.07, -1.18], [-2.95, -0.82, -0.74], [-0.95, -0.65, -2.88], [-1.71, 1.60, -3.21], [-2.90, 1.34, -1.96], [-2.83, -0.15, -4.65], [-3.98, 1.13, -4.19]],
  "s2": 6.0344,
  "homo_energy_ev": [-12.445, -12.905],
  "charge": 2,
  "multiplicity": 5,
  "homo_lumo_gap_ev": [7.095, 4.898]
}


[7]
{
  "formula": "C33H44N4OsP2",
  "method": "ωB97M-V/def2-TZVPD",
  "species": ["Os", "C", "C", "C", "C", "C", "C", "C", "C", "C", "H", "H", "H", "H", "H", "H", "H", "H", "H", "H", "H", "H", "H", "H", "H", "P", "P", "N", "N", "N", "N", "C", "C", "C", "C", "C", "C", "C", "C", "C", "C", "C", "C", "C", "C", "C", "C", "C", "C", "H", "H", "H", "H", "H", "H", "H", "H", "H", "H", "H", "H", "H", "H", "H", "H", "H", "H", "H", "H", "C", "C", "C", "C", "C", "C", "H", "H", "H", "H", "H", "H", "H", "H", "H"],
  "positions_angstrom": [[-2.48, -1.40, 0.54], [-2.31, -3.42, 0.57], [-1.42, -2.82, -0.42], [-1.64, -3.12, -1.89], [-2.88, -2.35, -2.36], [-3.28, -1.27, -1.38], [-4.28, -1.45, -0.36], [-4.75, -2.81, 0.10], [-3.69, -3.93, 0.23], [-2.48, 0.67, 0.45], [-1.82, -3.84, 1.45], [-0.36, -2.58, -0.21], [-1.77, -4.19, -2.07], [-0.74, -2.82, -2.46], [-2.56, -1.87, -3.30], [-3.70, -3.04, -2.58], [-3.12, -0.28, -1.80], [-4.96, -0.62, -0.10], [-5.52, -3.17, -0.59], [-5.25, -2.68, 1.07], [-4.00, -4.57, 1.08], [-3.75, -4.56, -0.68], [-2.80, 0.97, 1.46], [-3.13, 1.26, -0.23], [-1.46, 1.07, 0.31], [0.53, 1.07, -1.47], [1.74, -1.00, 0.81], [-0.86, 1.37, -2.93], [1.43, 2.36, -2.16], [0.49, -1.76, 1.80], [3.21, -1.15, 1.62], [1.20, -0.54, -2.02], [1.93, -1.43, -0.96], [-2.13, 1.86, -2.68], [-2.80, 2.11, -3.88], [-1.89, 1.80, -4.92], [-0.73, 1.33, -4.32], [0.97, 3.70, -2.04], [1.58, 4.46, -3.02], [2.49, 3.59, -3.74], [2.39, 2.33, -3.18], [-0.88, -1.06, 1.98], [-1.45, -1.75, 3.13], [-0.63, -2.80, 3.52], [0.54, -2.76, 2.75], [3.68, -2.07, 2.58], [4.94, -1.69, 2.98], [5.29, -0.51, 2.27], [4.21, -0.18, 1.45], [1.88, -0.37, -2.86], [0.36, -1.12, -2.44], [1.64, -2.49, -1.06], [3.02, -1.37, -1.12], [-2.45, 2.03, -1.68], [-3.81, 2.50, -3.96], [-2.06, 1.93, -5.99], [0.19, 0.99, -4.78], [0.21, 3.95, -1.31], [1.40, 5.50, -3.22], [3.13, 3.89, -4.55], [2.89, 1.40, -3.41], [-0.65, 0.00, 2.15], [-2.41, -1.47, 3.58], [-0.80, -3.51, 4.32], [1.43, -3.36, 2.93], [3.08, -2.91, 2.89], [5.56, -2.19, 3.71], [6.22, 0.03, 2.35], [4.05, 0.64, 0.77], [2.33, 3.79, 1.73], [1.67, 2.63, 2.49], [2.64, 2.05, 3.51], [0.41, 3.11, 3.21], [1.31, 1.60, 1.52], [1.22, 0.70, 0.64], [2.61, 4.60, 2.42], [1.63, 4.18, 0.98], [3.24, 3.44, 1.22], [2.89, 2.81, 4.27], [2.20, 1.19, 4.03], [3.58, 1.73, 3.04], [-0.32, 3.51, 2.50], [-0.05, 2.28, 3.76], [0.66, 3.89, 3.94]],
  "s2": 6.0236,
  "homo_energy_ev": [-12.137, -12.393],
  "charge": 2,
  "multiplicity": 5,
  "homo_lumo_gap_ev": [5.182, 4.503]
}


[8]
{
  "formula": "C8H16ClIIrN2OP",
  "method": "ωB97M-V/def2-TZVPD",
  "species": ["C", "I", "H", "H", "H", "Ir", "P", "C", "C", "H", "H", "H", "C", "H", "H", "H", "H", "H", "H", "C", "O", "Cl", "N", "C", "C", "N", "C", "H", "H", "H", "H"],
  "positions_angstrom": [[1.04, -0.14, -2.41], [-0.71, 1.92, -2.55], [1.20, -1.14, -1.91], [2.01, 0.39, -2.65], [0.56, -0.52, -3.32], [0.13, 0.47, -0.66], [-1.91, -0.50, 0.02], [-3.34, 0.66, 0.03], [-2.46, -1.89, -1.05], [-1.09, -1.77, 1.96], [-2.85, -1.63, 2.04], [-1.85, -0.23, 2.48], [-1.93, -1.09, 1.79], [-1.85, -2.75, -0.76], [-3.53, -2.13, -0.92], [-4.27, 0.08, 0.16], [-3.42, 1.24, -0.90], [-2.30, -1.65, -2.11], [-3.21, 1.34, 0.89], [-0.24, 1.88, 0.54], [-0.66, 2.60, 1.38], [0.65, -1.98, 0.16], [3.63, 0.87, 1.77], [4.26, 0.76, 0.55], [3.29, 0.59, -0.40], [2.07, 0.66, 0.27], [2.30, 0.79, 1.57], [4.14, 1.07, 2.62], [5.33, 0.87, 0.42], [3.41, 0.42, -1.44], [1.63, 0.83, 2.42]],
  "s2": 8.7776,
  "homo_energy_ev": [-17.877, -20.142],
  "charge": 3,
  "multiplicity": 6,
  "homo_lumo_gap_ev": [6.006, 4.570]
}


| no. | total energy (hartree) | strongest force on any atom (eV Å⁻¹) |
| --- | --- | --- |
| 1 | -307.6378 | 0.430 |
| 2 | -698.2674 | 3.547 |
| 3 | -2662.4943 | 0.622 |
| 4 | -340.9736 | 1.960 |
| 5 | -2418.9677 | 3.256 |
| 6 | -1890.4816 | 1.045 |
| 7 | -2275.3152 | 3.848 |
| 8 | -1701.4273 | 8.383 |